[1]
DFT (ωB97M-V/def2-TZVPD) results for 13 unconnected molecules or ions with the total composition C33H30BrCl48F4NO7P in a non-equilibrium geometry.

Computed properties:
total charge	+1
E_tot	-741796.7351	eV
multiplicity	1
largest force on an atom	4.098	eV Å⁻¹

Cartesian coordinates (Å):
1 C 0.6014 -6.2612 -1.0612
2 C 1.2078 -5.0324 -1.7695
3 O 1.6265 -4.1161 -0.7635
4 C 2.2191 -2.9632 -1.3091
5 C 1.7708 -1.7086 -0.4660
6 C 1.5207 -0.5056 -1.3289
7 C 2.4725 0.4898 -1.3899
8 C 3.7913 0.4835 -0.6604
9 C 4.6915 -0.7349 -0.9879
10 C 3.6392 0.6616 0.8940
11 C 2.2243 0.9546 1.3879
12 C 2.2029 1.5726 -2.1883
13 C 3.1727 2.7275 -2.3718
14 O 3.6692 2.8808 -3.4676
15 O 3.5196 3.5509 -1.3411
16 C 2.4074 4.1063 -0.6351
17 C 2.6696 4.0479 0.8794
18 O 1.8082 3.9878 1.7031
19 Br 4.5747 4.1039 1.3706
20 C 1.0104 1.6364 -2.9062
21 P 0.7424 3.1393 -4.0447
22 O 1.7413 3.0860 -5.3403
23 O 1.0113 4.4789 -3.1427
24 C 0.0924 0.6585 -2.7858
25 C -1.2363 0.8423 -3.5525
26 F -2.2410 -0.0105 -3.2707
27 F -1.7501 2.0343 -3.2284
28 C -0.9904 0.7438 -5.1013
29 F -1.9480 0.0306 -5.6849
30 F 0.2084 0.1748 -5.3263
31 N 0.3827 -0.4077 -2.0122
32 C -0.5820 -1.5194 -1.8890
33 C -1.7246 -1.2052 -0.8963
34 C -2.9576 -2.0282 -1.2128
35 O -1.3346 -1.3917 0.4434
36 H -0.4759 -6.1592 -1.0636
37 H 0.9440 -6.3401 -0.0357
38 H 0.8637 -7.1381 -1.6455
39 H 2.0393 -5.3802 -2.3857
40 H 0.4356 -4.5947 -2.4107
41 H 3.3002 -3.0265 -1.2463
42 H 1.9033 -2.7947 -2.3424
43 H 2.5368 -1.5330 0.2703
44 H 0.8620 -1.9614 0.0769
45 H 4.4036 1.3267 -0.9683
46 H 5.7358 -0.4402 -1.0241
47 H 4.5643 -1.5512 -0.2867
48 H 4.4331 -1.0656 -1.9959
49 H 3.9497 -0.2882 1.3213
50 H 4.3514 1.3873 1.2615
51 H 1.6049 0.0592 1.4252
52 H 2.2919 1.2954 2.4184
53 H 1.7032 1.7284 0.8318
54 H 2.3109 5.1823 -0.8343
55 H 1.4602 3.6441 -0.8866
56 H 2.3453 2.3314 -5.2726
57 H 0.1571 4.9305 -3.1051
58 H -1.0111 1.7518 -5.5123
59 H -0.1368 -2.4576 -1.5740
60 H -0.9723 -1.7301 -2.8777
61 H -1.9595 -0.1458 -1.0476
62 H -2.6844 -3.0777 -1.3307
63 H -3.6164 -1.9582 -0.3528
64 H -3.4457 -1.6706 -2.1066
65 H -1.0325 -0.5572 0.8129
66 C -2.3016 -5.5113 1.4903
67 Cl -2.8799 -5.7058 -0.1774
68 Cl -1.8098 -7.0804 2.1326
69 Cl -0.9131 -4.4185 1.5290
70 Cl -3.5989 -4.8448 2.4749
71 C -3.2278 -3.4935 6.5528
72 Cl -2.1282 -3.7072 5.1860
73 Cl -4.5547 -2.4277 6.0714
74 Cl -3.8767 -5.0665 7.0187
75 Cl -2.3583 -2.7751 7.9129
76 C 0.7558 6.0646 4.8211
77 Cl 2.3859 6.0635 4.1381
78 Cl 0.5531 7.4526 5.9151
79 Cl -0.4256 6.1813 3.5056
80 Cl 0.4795 4.5526 5.6857
81 C -1.1831 6.8953 -0.4037
82 Cl -2.0278 6.3308 1.0348
83 Cl 0.4956 6.3295 -0.3138
84 Cl -1.9494 6.1982 -1.8445
85 Cl -1.2287 8.6500 -0.5016
86 C -6.0877 0.1386 -3.5607
87 Cl -5.4552 0.3740 -1.9235
88 Cl -7.3610 1.3219 -3.8590
89 Cl -4.7884 0.3628 -4.7414
90 Cl -6.7456 -1.4921 -3.7117
91 C -0.5063 0.8343 4.2547
92 Cl 0.0882 -0.6842 3.5596
93 Cl 0.1833 2.1964 3.3647
94 Cl -2.2668 0.8830 4.1383
95 Cl -0.0213 0.9336 5.9497
96 C 4.2727 5.8592 8.1013
97 Cl 5.6245 6.0567 6.9766
98 Cl 2.8320 6.6321 7.4262
99 Cl 3.9537 4.1349 8.3384
100 Cl 4.6801 6.6028 9.6500
101 C 1.8002 0.4388 -9.2887
102 Cl 0.0552 0.3157 -9.5363
103 Cl 2.1088 1.1622 -7.6999
104 Cl 2.5215 -1.1721 -9.3497
105 Cl 2.5082 1.4544 -10.5424
106 C 1.1024 8.0253 -4.9086
107 Cl 1.2882 6.3201 -5.3384
108 Cl 1.9474 9.0288 -6.0862
109 Cl -0.6151 8.4451 -4.8961
110 Cl 1.7863 8.2986 -3.3004
111 C -7.0114 -6.6366 0.5246
112 Cl -8.2029 -7.1367 -0.6773
113 Cl -7.8130 -6.3604 2.0747
114 Cl -5.7902 -7.9007 0.7105
115 Cl -6.2301 -5.1395 -0.0040
116 C -6.7932 -7.8079 7.5040
117 Cl -7.4836 -6.5590 8.5438
118 Cl -5.0820 -8.0214 7.8986
119 Cl -7.6494 -9.3300 7.7557
120 Cl -6.9426 -7.3168 5.8109
121 C 3.7656 -2.4465 3.9993
122 Cl 5.5158 -2.5609 3.8073
123 Cl 3.2021 -3.6874 5.1136
124 Cl 3.3381 -0.8476 4.6189
125 Cl 2.9896 -2.6818 2.4183

***

[2]
DFT (ωB97M-V/def2-TZVPD) results for a gas-phase ion, C3H6N3 (charge +1) in a non-equilibrium geometry.

Computed properties:
total charge	+1
E_tot	-7669.4322	eV
multiplicity	1
largest force on an atom	3.574	eV Å⁻¹

Cartesian coordinates (Å):
1 C -1.6504 -0.8490 0.0236
2 C 1.1656 -0.4633 -0.0278
3 C 0.2297 0.6813 -0.0257
4 N 0.6688 -1.6374 -0.0554
5 N -0.9782 0.2269 -0.1423
6 N 0.5208 1.9976 -0.0736
7 H -2.0881 -1.0163 1.0513
8 H -2.3199 -1.0173 -0.8014
9 H 2.2029 -0.3782 -0.3076
10 H 1.1569 -2.5346 0.0823
11 H 1.4096 2.3379 0.2633
12 H -0.3179 2.6522 0.0134